DFT (ωB97M-V/def2-TZVPD) results for a molecular structure, C42H32ClN4O10PV in a non-equilibrium geometry.

Structure (XYZ):
```
91
Properties=species:S:1:pos:R:3
V -1.3537 -0.1928 -0.0773
O -1.9966 -1.7367 -6.0278
C -1.9002 -1.3946 -4.7076
C -1.6178 -0.0990 -4.3090
C -1.5107 0.1661 -2.9629
N -1.7073 -0.7710 -2.0186
C -2.0231 -2.0245 -2.4071
C -2.1000 -2.3664 -3.7476
C -2.3904 -3.1143 -1.3716
O -2.1118 -4.2748 -1.7282
O -2.9764 -2.6836 -0.3657
C -1.3104 1.6072 -2.5012
O -0.9583 2.4332 -3.3547
O -1.5839 1.7920 -1.2895
H -1.8126 -0.9485 -6.5516
H -1.4583 0.7238 -4.9955
H -2.3221 -3.3931 -3.9963
C -4.9357 1.5263 -1.4681
O -5.5354 1.8914 -0.2227
C -5.1175 1.3364 0.9534
C -5.8979 1.6445 2.0513
C -5.6035 1.1661 3.3307
C -4.5085 0.3515 3.4996
C -3.6934 0.0407 2.4078
C -2.5655 -0.8274 2.6113
N -1.6640 -1.0825 1.7420
N -0.7575 -2.0841 2.1063
C -0.1581 -2.4659 1.0242
O -0.3776 -1.9472 -0.1339
C 0.8054 -3.5947 1.1027
C 1.1524 -4.2684 -0.0619
C 2.0703 -5.3091 -0.0158
C 2.6510 -5.6749 1.1910
C 2.3016 -5.0018 2.3569
C 1.3787 -3.9685 2.3144
C -3.9600 0.5329 1.1168
O -3.1940 0.2322 0.1068
H -5.5450 2.0253 -2.2224
H -3.9043 1.8652 -1.5274
H -4.9674 0.4474 -1.6222
H -6.7561 2.2846 1.8832
H -6.2310 1.4387 4.1694
H -4.2483 -0.0398 4.4767
H -2.4830 -1.3543 3.5611
H 0.6733 -3.9829 -0.9894
H 2.3275 -5.8384 -0.9253
H 3.3703 -6.4850 1.2258
H 2.7543 -5.2806 3.3014
H 1.0998 -3.4252 3.2074
N 0.3147 0.4345 -0.1927
P 1.7645 0.9170 -0.0641
C 2.6172 0.1981 1.3754
C 2.0419 0.3767 2.6358
C 2.5759 -0.2763 3.7363
C 3.6745 -1.1150 3.5931
C 4.2435 -1.3015 2.3426
C 3.7155 -0.6477 1.2356
C 2.1576 2.6837 -0.0823
C 3.1647 3.2251 0.7072
C 3.4590 4.5789 0.6268
C 2.7361 5.3942 -0.2329
C 1.7204 4.8550 -1.0122
C 1.4267 3.5015 -0.9400
C 2.6805 0.2837 -1.5151
C 3.8390 0.8766 -2.0086
C 4.4870 0.3350 -3.1106
C 3.9762 -0.8005 -3.7270
C 2.8192 -1.3938 -3.2400
C 2.1707 -0.8546 -2.1369
H 1.1801 1.0300 2.7287
H 2.1164 -0.1418 4.7078
H 4.0765 -1.6378 4.4534
H 5.0828 -1.9752 2.2187
H 4.1474 -0.8240 0.2592
H 3.7082 2.5928 1.3979
H 4.2370 4.9998 1.2523
H 2.9526 6.4553 -0.2809
H 1.1401 5.4874 -1.6726
H 0.6118 3.0969 -1.5334
H 4.2281 1.7721 -1.5379
H 5.3839 0.8061 -3.4952
H 4.4780 -1.2176 -4.5924
H 2.4152 -2.2770 -3.7196
H 1.2689 -1.3071 -1.7381
Cl -2.0287 4.3050 3.9315
C -1.8114 3.9109 2.1745
C -0.8608 2.7124 1.9958
O 0.3537 2.9369 2.1537
O -1.4230 1.6465 1.6704
H -1.3911 4.8009 1.7146
H -2.7976 3.6818 1.7824
```

Results
Charge: -2
Multiplicity: 2
E_HOMO (spin up / spin down) (eV): -2.46 / -2.49
HOMO-LUMO gap (spin up / spin down) (eV): 6.6 / 6.6

***

DFT (ωB97M-V/def2-TZVPD) results for a gas-phase ion, C7H13N2O2 (charge +1) in a non-equilibrium geometry.

Structure (XYZ):
```
24
Properties=species:S:1:pos:R:3
C 1.4842 -2.4254 -0.1477
C -0.6843 -0.5725 -0.1770
C 0.7400 -0.1351 0.2903
C -1.8125 0.3076 0.3571
C -0.7628 -0.6593 -1.7281
C 1.2206 1.1580 -0.3461
C 0.7981 -0.0349 1.8188
N -0.8383 -1.9330 0.1624
N 1.7463 -1.1954 -0.0644
O -1.7778 -2.5738 0.4419
O 2.9409 -0.8709 -0.2348
H 1.8953 -3.3977 -0.2768
H -1.9167 0.2100 1.4346
H -2.7569 0.0186 -0.0993
H -1.6168 1.3474 0.1125
H -1.6776 -1.1554 -2.0451
H 0.0883 -1.1840 -2.1528
H -0.7900 0.3600 -2.1083
H 0.6623 2.0058 0.0382
H 1.1505 1.1384 -1.4304
H 2.2714 1.3031 -0.0937
H 0.2260 0.8199 2.1669
H 1.8279 0.1122 2.1374
H 0.4151 -0.9381 2.2910
```

Results
Charge: +1
E_HOMO (spin up / spin down) (eV): -14.37 / -14.37
HOMO-LUMO gap (spin up / spin down) (eV): 7.9 / 7.9

***

DFT (ωB97M-V/def2-TZVPD) results for a molecular structure, C29H57Cl3N2O3PSiY in a non-equilibrium geometry.

Structure (XYZ):
```
97
Properties=species:S:1:pos:R:3
C 2.2045 -1.2730 -6.0775
C 1.4587 -0.2997 -5.2083
H 2.6390 -0.7395 -6.9284
H 1.5360 -2.0208 -6.5036
H 3.0143 -1.7925 -5.5605
C 0.5511 0.5520 -5.8005
C 0.1283 0.5298 -7.2058
H 0.2975 1.4768 -5.2856
H -0.5525 -0.3041 -7.4373
H 0.9190 0.5116 -7.9829
H -0.4770 1.4271 -7.3935
Y -0.7930 -0.8555 0.9307
Cl 1.7992 -1.0139 1.5857
Cl -1.7634 -3.0578 1.6806
C 0.4565 2.0055 1.0771
O -0.6305 1.3729 1.0772
N 0.4694 3.3330 1.0394
C -0.7415 4.1228 0.9096
C 1.7189 4.0385 1.2161
H 1.4174 1.4922 1.1379
H -1.6080 3.5038 0.6371
H -0.5785 4.8769 0.1326
H -0.9447 4.6344 1.8599
H 2.5166 3.3023 1.2750
H 1.6838 4.6240 2.1430
H 1.8969 4.6974 0.3594
H -1.8675 -1.2738 -3.4457
H -2.4057 1.8833 -4.1491
C -2.8935 -0.8959 -3.2597
C -3.2401 1.5889 -3.5036
N -2.8588 0.4532 -2.6528
H -3.4087 -1.6025 -2.5825
C -2.6674 0.6172 -1.3390
O -2.6287 -0.3032 -0.4778
H -3.4877 2.4218 -2.8423
H -2.5091 1.6867 -1.0404
H -3.4161 -0.8119 -4.2214
H -4.1041 1.3123 -4.1099
O 1.0334 -1.1067 -3.6935
C 1.9356 -0.0735 -3.7825
C 0.2668 1.6458 -3.0122
C 1.6141 1.2643 -3.1259
H -0.4845 0.8980 -3.2398
C -0.1097 2.9621 -2.6682
H 2.9654 -0.4230 -3.6016
C 2.5688 2.1708 -2.6478
H -1.1608 3.2525 -2.7069
C 0.8779 3.8654 -2.2793
C 2.2060 3.4448 -2.2007
H 3.6083 1.8555 -2.5703
H 0.5921 4.8751 -1.9871
H 2.9475 4.1405 -1.8099
Si 0.9083 -3.2535 -2.1967
Cl 0.1713 -0.9734 -1.2392
C -0.6143 -4.2861 -1.8194
C 2.0412 -3.6207 -0.7152
C 1.6606 -3.6767 -3.8225
H -1.4855 -3.9698 -2.4045
H -0.8840 -4.2555 -0.7519
H -0.3998 -5.3415 -2.0730
H 0.9540 -3.4572 -4.6354
H 1.9310 -4.7403 -3.8835
H 2.5788 -3.0963 -3.9793
H 2.7285 -2.7967 -0.4887
H 2.6277 -4.5339 -0.9079
H 1.4533 -3.8225 0.1958
C 1.3098 -2.8925 4.4570
C 0.0002 -2.2736 4.9657
C 0.0094 -2.1477 6.4867
P -0.4287 -0.7413 4.0081
C -2.2760 -0.4048 4.1376
C -2.8776 -0.6635 5.5137
C -2.6868 0.9559 3.5582
C 0.4656 0.6865 4.7626
C -0.0218 1.1603 6.1294
C 1.9810 0.4678 4.7362
H 2.1836 -2.5002 4.9915
H 1.4653 -2.7282 3.3820
H 1.2612 -3.9733 4.6439
H -0.8199 -2.9483 4.6644
H 0.8478 -1.5415 6.8485
H -0.9210 -1.7319 6.8820
H 0.1266 -3.1568 6.9046
H -2.6609 -1.1887 3.4603
H -2.4133 -0.0557 6.2970
H -3.9426 -0.3962 5.4777
H -2.7812 -1.7175 5.8009
H -2.4735 1.0574 2.4834
H -3.7704 1.0641 3.7025
H -2.1839 1.7893 4.0634
H 0.2398 1.4897 4.0352
H 0.0420 0.3850 6.9022
H 0.6180 2.0004 6.4352
H -1.0538 1.5246 6.0899
H 2.3099 0.1225 3.7477
H 2.4610 1.4357 4.9292
H 2.3274 -0.2454 5.4971
```

Results
E_HOMO (spin up / spin down) (eV): -5.38 / -5.38
HOMO-LUMO gap (spin up / spin down) (eV): 5.5 / 5.5

***

DFT (ωB97M-V/def2-TZVPD) results for a molecular structure, C12H33BrMnN3O3 in a non-equilibrium geometry.

Structure (XYZ):
```
53
Properties=species:S:1:pos:R:3
Mn 1.3991 0.6454 -4.2502
Br 0.3198 0.5867 -1.8650
C 2.7980 -1.3056 1.0733
C 2.5897 -2.6814 0.4353
C 2.2012 -3.6846 1.5015
O 3.2591 -3.9272 2.3980
C 2.9869 -4.8513 3.5186
N 1.6739 -2.6578 -0.6727
H 2.1603 -0.9863 1.8976
H 2.9711 -0.6162 0.2469
H 3.7711 -1.3004 1.5643
H 3.5993 -2.9642 0.1374
H 1.8645 -4.6499 1.1233
H 1.3714 -3.2016 2.0174
H 3.7450 -4.9367 4.2970
H 2.7712 -5.8313 3.0929
H 2.0935 -4.6314 4.1031
H 1.7866 -1.8991 -1.3297
H 0.7564 -2.4639 -0.2975
C -1.3953 -3.1045 -1.4793
C -2.0900 -2.3719 -0.3840
C -3.0327 -3.2392 0.4572
O -4.0591 -3.6847 -0.4958
C -4.8240 -4.7297 0.0499
N -1.0573 -1.7909 0.3812
H -2.0762 -3.7124 -2.0750
H -0.7300 -3.8741 -1.0879
H -0.7695 -2.4565 -2.0929
H -2.7036 -1.5639 -0.7822
H -3.6891 -2.7065 1.1453
H -2.4827 -4.0363 0.9573
H -5.1738 -4.6017 1.0742
H -4.1819 -5.6095 0.0927
H -5.6861 -4.7986 -0.6135
H -0.6703 -1.0984 -0.2440
H -1.5281 -1.2618 1.1012
C 0.4221 4.7423 0.2892
C -0.0131 5.2060 -1.1072
C 0.1685 6.7024 -1.4407
O -0.8514 7.5303 -0.9075
C -0.6662 8.9241 -0.9968
N 0.7208 4.3166 -1.9204
H 1.4838 4.7992 0.5291
H 0.2994 3.6707 0.4466
H 0.0590 5.3754 1.0988
H -1.0865 5.0164 -1.1029
H 0.2165 6.8964 -2.5122
H 1.0928 7.0987 -1.0205
H -0.5598 9.1580 -2.0560
H 0.2377 9.1952 -0.4512
H -1.4898 9.5181 -0.6006
H 1.6819 4.4064 -1.6231
H 0.3161 3.4412 -1.6204
```

Results
Multiplicity: 7
E_HOMO (spin up / spin down) (eV): -8.33 / -8.62
HOMO-LUMO gap (spin up / spin down) (eV): 8.0 / 7.3

***

DFT (ωB97M-V/def2-TZVPD) results for a molecular structure, C2H7O3SSi in a non-equilibrium geometry.

Structure (XYZ):
```
14
Properties=species:S:1:pos:R:3
C 0.9501 0.1252 0.6648
C -0.2323 0.9703 1.0207
O -1.5569 -1.2738 1.2547
O -2.8911 0.3567 0.2174
O -0.9120 -0.3941 -1.0538
Si 0.7346 -0.4910 -1.3192
S -1.5535 -0.1475 0.3448
H 1.8248 0.6876 0.9594
H 0.8451 -0.9102 1.1610
H -0.3887 0.9701 2.1244
H -0.1797 2.0104 0.7053
H 0.6988 0.5884 -2.2830
H 0.4257 -1.5507 -2.3094
H 2.2350 -0.9412 -1.4872
```

Results
Charge: -1
E_HOMO (eV): -4.18
HOMO-LUMO gap (eV): 7.9

***

DFT (ωB97M-V/def2-TZVPD) results for a molecular structure, C18H50N2O20SZn in a non-equilibrium geometry.

Structure (XYZ):
```
92
Properties=species:S:1:pos:R:3
Zn 18.4488 -9.1226 0.6722
S 14.3924 -11.5617 2.6130
O 13.8417 -10.8485 3.7997
O 13.3086 -11.9465 1.7511
O 15.2531 -10.5865 1.8871
O 15.2208 -12.6766 3.0290
O 21.4005 -8.5830 -0.5485
C 21.6644 -8.8608 -1.9366
C 20.5727 -9.6612 -2.7884
O 19.2111 -9.8015 -2.2900
H 22.6673 -9.2483 -2.1157
H 21.7121 -7.8955 -2.4406
H 20.8901 -10.7039 -2.7739
H 20.5666 -9.3125 -3.8211
C 11.7887 -17.1750 2.6247
C 11.2808 -17.1482 1.1359
O 11.9185 -18.0978 0.3181
O 13.2312 -17.1467 2.5853
H 11.2923 -18.0018 3.1329
H 11.4080 -16.2656 3.0897
H 11.4176 -16.1503 0.7192
H 10.2264 -17.4175 1.1976
H 11.5099 -17.9077 -0.5295
H 13.5364 -16.2431 2.4761
C 22.3949 -13.3098 2.4078
C 20.9594 -13.4109 2.8934
O 20.0742 -12.4262 2.4849
O 22.9984 -12.1927 2.8284
H 22.4751 -13.3824 1.3232
H 23.0279 -14.0548 2.8899
H 20.9967 -13.4598 3.9816
H 20.5166 -14.3449 2.5474
H 19.1795 -12.7639 2.5690
H 22.4311 -11.4851 2.5136
C 17.9363 -6.0581 3.7752
C 16.8969 -5.6413 2.6211
O 17.3961 -6.1287 1.3963
O 18.1489 -7.4414 3.7979
H 17.6189 -5.6243 4.7235
H 18.8747 -5.5564 3.5392
H 16.7464 -4.5693 2.4938
H 15.9541 -6.1126 2.8986
H 17.3998 -5.3358 0.8551
H 17.5041 -7.8252 4.3966
C 7.8354 -11.2236 1.8620
C 7.7165 -9.6650 1.8313
O 7.1899 -9.1816 3.0593
O 8.6951 -11.7205 2.8177
H 8.2589 -11.6177 0.9382
H 6.8875 -11.7548 1.9476
H 7.0509 -9.3110 1.0440
H 8.7077 -9.2225 1.7315
H 7.8873 -9.3154 3.7052
H 9.6064 -11.6234 2.5317
C 12.0080 -6.5416 6.5055
C 12.9926 -7.1014 7.5975
O 13.9987 -7.9523 7.1603
O 11.2554 -7.5965 5.9608
H 12.4859 -6.0185 5.6773
H 11.4498 -5.7104 6.9362
H 12.3317 -7.5943 8.3106
H 13.4475 -6.2570 8.1153
H 13.6048 -8.4575 6.4454
H 11.8849 -8.0585 5.4023
C 14.6584 -14.6026 7.8382
C 14.1614 -15.7840 8.6681
O 13.6313 -16.6618 7.7545
O 15.7485 -14.9492 6.9902
H 14.7682 -13.6471 8.3512
H 13.8814 -14.2513 7.1592
H 13.4948 -15.3787 9.4294
H 15.0440 -16.1608 9.1850
H 14.2951 -16.5431 7.0712
H 15.5429 -14.5825 6.1272
O 10.8094 -8.2173 -3.4087
C 11.4215 -8.6178 -2.4343
N 11.5849 -9.8990 -2.2559
C 11.9543 -7.5789 -1.4305
H 11.3109 -10.5136 -3.0091
H 11.9834 -10.1675 -1.3675
H 11.4093 -6.6388 -1.5163
H 12.9275 -7.2016 -1.7444
H 11.9744 -7.8486 -0.3746
O 16.5519 -16.5877 -1.2100
C 17.0939 -15.7143 -1.8807
N 16.5452 -14.5122 -2.0341
C 18.3845 -15.9380 -2.5277
H 15.6175 -14.3351 -1.6761
H 17.1523 -13.7233 -2.2049
H 18.5227 -16.8823 -3.0543
H 19.1886 -15.8611 -1.7958
H 18.6245 -15.2028 -3.2959
```

Results
Charge: -2
E_HOMO (eV): -1.55
HOMO-LUMO gap (eV): 2.8

***

DFT (ωB97M-V/def2-TZVPD) results for a molecular structure, C2HFGaO2 in a non-equilibrium geometry.

Structure (XYZ):
```
7
Properties=species:S:1:pos:R:3
C -0.3564 0.4266 0.4161
C -1.3796 -0.1639 -0.2174
O -2.1824 -0.8886 -0.6250
Ga 2.0163 0.1525 -0.7856
F 0.5411 1.1583 -0.3860
H -0.3017 0.6251 1.4824
O 1.6627 -1.3099 0.1154
```

Results
Charge: +2
Multiplicity: 2
E_HOMO (spin up / spin down) (eV): -22.55 / -21.04
HOMO-LUMO gap (spin up / spin down) (eV): 8.1 / 5.9

***

DFT (ωB97M-V/def2-TZVPD) results for a molecular structure, C15H12CoF9N3O8SbSe4 in a non-equilibrium geometry.

Structure (XYZ):
```
53
Properties=species:S:1:pos:R:3
Co 0.8044 -0.8772 1.6598
C 2.4826 -1.0641 -3.6651
N 1.7219 -1.5429 -2.5210
C 0.6765 -2.5423 -2.7174
C 1.8727 -1.0173 -1.2835
C 2.9582 -0.0228 -1.0391
O 1.1563 -1.4160 -0.3658
H 2.2834 -1.7163 -4.5110
H 3.5527 -1.0870 -3.4599
H 2.1968 -0.0476 -3.9460
H 0.8155 -3.0190 -3.6862
H -0.3122 -2.0837 -2.6773
H 0.7346 -3.2935 -1.9322
H 3.1579 0.6090 -1.9050
H 3.8755 -0.5578 -0.7654
H 2.6723 0.6043 -0.1990
F 2.6131 3.2857 1.5384
C 1.6762 2.8749 2.4189
F 2.2367 1.9969 3.2404
F 1.3202 3.9613 3.1588
C 0.4644 2.2345 1.6570
O 0.7844 1.0294 1.1656
C -0.7573 2.1607 2.6409
F -0.3910 1.6523 3.8265
F -1.3397 3.3643 2.8800
F -1.7164 1.3535 2.1511
C 0.0834 3.1769 0.4665
F 0.9321 3.0255 -0.5565
F 0.0868 4.4957 0.7959
F -1.1597 2.8938 0.0046
O -2.7502 -2.7419 2.4574
C -2.0562 -1.9241 1.8681
O -0.8310 -1.6530 2.1090
C -2.7113 -1.1188 0.7463
C -4.0958 -1.0843 0.7010
C -4.7326 -0.3589 -0.2958
C -4.0198 0.3477 -1.2438
C -2.6423 0.2914 -1.1946
C -1.9749 -0.4408 -0.2175
N -1.8862 1.0069 -2.2206
O -0.7019 0.7916 -2.3097
O -2.4922 1.7779 -2.9398
N -6.1916 -0.3532 -0.3703
O -6.7211 0.2768 -1.2648
O -6.8099 -0.9733 0.4672
H -4.6696 -1.6265 1.4382
H -4.5242 0.9095 -2.0125
H -0.8914 -0.4704 -0.2332
Se 5.8767 -2.5613 0.1238
Sb 5.0495 -2.1862 2.3982
Se 2.6624 -1.3081 2.4060
Se 6.5533 -0.6950 3.6056
Se 5.0779 -4.3372 3.6078
```

Results
Charge: -2
Multiplicity: 5
E_HOMO (spin up / spin down) (eV): -2.30 / -2.25
HOMO-LUMO gap (spin up / spin down) (eV): 5.2 / 4.9